#a
Molecular formula: C4H12
Method: DFT, wB97M-V/def2-TZVPD

Geometry as XYZ:
```
16
Properties=species:S:1:pos:R:3:mulliken_spin:R:1
C -1.5257 1.8351 -1.2771 1.3315
C -2.4925 1.2029 -0.2995 1.3398
H -1.3057 2.8697 -1.0055 -0.2864
H -0.5555 1.3325 -1.3453 -0.4313
H -1.8843 1.9137 -2.3039 -0.2681
H -3.4641 1.6611 -0.4592 -0.1632
H -2.4914 0.1151 -0.3495 -0.6058
H -2.2845 1.5286 0.7189 -0.3600
C 1.5543 -1.8626 1.3709 0.8172
C 2.4339 -1.2869 0.2437 0.6601
H 1.8563 -2.8796 1.6420 -0.0555
H 1.6415 -1.2074 2.2216 -0.2842
H 0.5128 -1.9064 1.0524 -0.3128
H 1.7725 -0.7839 -0.4622 -0.0388
H 3.0622 -1.9762 -0.3398 -0.1361
H 3.1702 -0.5556 0.5925 -0.2063
```

As for the frontier orbital gap (spin up / spin down): 0.106 / 0.454 Ha. The charge is -1. As for the lowest unoccupied orbital energy (spin up / spin down): 4.4 / 4.5 eV. For the HOMO energy (spin up / spin down), the calculation gives 1.5 / -7.9 eV. The spin multiplicity is 2.



#b
Molecular formula: C4H12
Method: DFT, wB97M-V/def2-TZVPD

Geometry as XYZ:
```
16
Properties=species:S:1:pos:R:3:mulliken_spin:R:1
C -1.0472 2.2131 1.0322 0.4898
C 0.0187 1.2149 1.4547 3.3058
H -1.7322 2.4435 1.8493 -0.0449
H -0.7039 3.2089 0.7236 -0.3119
H -1.5526 1.9639 0.1052 -0.0773
H -0.0798 0.9308 2.5125 -0.6742
H 0.9546 1.7699 1.2284 -0.0332
H -0.0179 0.2097 1.0623 0.1777
C 0.8989 -2.3963 -1.1863 0.9443
C 0.1391 -1.0460 -1.2898 -2.5602
H 0.3396 -3.0894 -1.8418 -0.0583
H 1.9126 -2.3172 -1.5985 -0.0314
H 0.9517 -2.8000 -0.1829 -0.5292
H -0.0727 -0.5820 -0.3489 1.0835
H -0.8040 -1.2400 -1.8065 -0.2682
H 0.7798 -0.4047 -1.8936 -0.4122
```

As for the frontier orbital gap (spin up / spin down): 0.099 / 0.438 Ha. The charge is -1. As for the lowest unoccupied orbital energy (spin up / spin down): 4.3 / 4.5 eV. For the HOMO energy (spin up / spin down), the calculation gives 1.6 / -7.4 eV. The spin multiplicity is 2.



#c
Molecular formula: C4H12
Method: DFT, wB97M-V/def2-TZVPD

Geometry as XYZ:
```
16
Properties=species:S:1:pos:R:3:mulliken_spin:R:1
C 1.6881 1.4980 0.8418 0.5668
C 1.6980 -0.1096 1.2662 0.3021
H 0.7046 1.8893 0.9400 -0.2204
H 2.4115 2.2842 1.2601 -0.1317
H 1.7094 1.3513 -0.2517 -0.0766
H 2.0978 -0.5622 0.3686 -0.1608
H 0.6913 -0.5188 1.2815 0.1032
H 2.3818 -0.4460 2.1204 -0.1911
C -0.9413 -0.3493 -0.8603 1.9912
C -2.3215 -1.0708 -1.0818 0.9497
H -1.0837 0.2950 0.0841 -0.2201
H -0.1357 -1.0276 -0.7561 -0.3113
H -0.8349 0.4015 -1.7567 -0.4225
H -2.6587 -1.7067 -0.2872 -0.4665
H -3.0635 -0.2176 -1.1401 -0.3163
H -2.3431 -1.7110 -2.0288 -0.3957
```

As for the frontier orbital gap (spin up / spin down): 0.104 / 0.436 Ha. The charge is -1. As for the lowest unoccupied orbital energy (spin up / spin down): 4.3 / 4.3 eV. For the HOMO energy (spin up / spin down), the calculation gives 1.5 / -7.6 eV. The spin multiplicity is 2.



Which of them is most stable, and which least? Most stable: #a; least stable: #c.



#a
Molecular formula: CHClFNS
Method: DFT, wB97M-V/def2-TZVPD

Geometry as XYZ:
```
6
Properties=species:S:1:pos:R:3:mulliken_charge:R:1
C 1.8212 0.5609 0.1891 0.5246
N -0.1259 0.4380 0.3059 -0.3908
F 2.1030 1.7787 0.6003 -0.1331
S 2.6882 -0.5412 -0.4516 -0.2083
Cl -0.6496 2.0233 -0.1752 -0.0897
H -0.4466 -0.0256 -0.5392 0.2974
```

As for the frontier orbital gap: 0.326 Ha. As for the lowest unoccupied orbital energy: -0.6 eV. For the HOMO energy, the calculation gives -9.4 eV.



#b
Molecular formula: CHClFNS
Method: DFT, wB97M-V/def2-TZVPD

Geometry as XYZ:
```
6
Properties=species:S:1:pos:R:3:mulliken_charge:R:1
C 0.5022 -1.2088 -0.4288 0.1283
N -0.3583 1.3197 1.2721 -0.3034
F 0.8291 -2.4632 -0.3840 -0.0720
S 0.4605 -0.2857 -1.7773 -0.0994
Cl -0.1384 1.5718 -0.3573 0.1129
H -1.2952 1.0662 1.6753 0.2336
```

As for the frontier orbital gap (spin up / spin down): 0.266 / 0.287 Ha. As for the lowest unoccupied orbital energy (spin up / spin down): -1.7 / -1.1 eV. For the HOMO energy (spin up / spin down), the calculation gives -8.9 / -8.9 eV.



Which of them is most stable, and which least? Most stable: #a; least stable: #b.



#a
Molecular formula: C6H8N2O2
Method: DFT, wB97M-V/def2-TZVPD

Geometry as XYZ:
```
18
Properties=species:S:1:pos:R:3:mulliken_charge:R:1
C -1.1689 -3.1884 -0.4492 -0.8829
N -0.5730 -1.8667 -0.4126 0.1682
C -0.2513 -1.1442 -1.5433 -0.9294
C 0.2385 0.0776 -1.1433 1.0115
O 0.5272 1.1056 -1.9588 -0.5773
C 0.2958 0.0511 0.2964 0.0824
C 0.8132 1.0600 1.1484 -0.1448
N 1.1803 1.9910 1.7404 -0.4788
C -0.2782 -1.1615 0.6930 -0.2438
H -2.1148 -3.1617 -1.0056 0.3163
H -0.4847 -3.8913 -0.9406 0.3189
H -1.3611 -3.5267 0.5737 0.2864
H -0.3687 -1.5639 -2.5380 0.4053
H 0.7152 1.9310 -1.4420 0.3144
H -0.5580 -1.5087 1.6833 0.3695
O 0.9778 5.0809 1.4393 -0.6537
H 0.6228 5.1474 2.3441 0.3150
H 1.7880 4.5683 1.5147 0.3229
```

As for the frontier orbital gap: 0.339 Ha. As for the lowest unoccupied orbital energy: 0.6 eV. For the HOMO energy, the calculation gives -8.6 eV. Its structure (SMILES) is Cn1cc(O)c(C#N)c1.O.



#b
Molecular formula: C6H8N2O2
Method: DFT, wB97M-V/def2-TZVPD

Geometry as XYZ:
```
18
Properties=species:S:1:pos:R:3:mulliken_charge:R:1
N -0.6482 -0.9575 -2.4442 -0.4978
C -0.9638 -1.6318 -1.3371 0.4541
O -1.4949 -2.7219 -1.7360 -0.7049
C 0.0203 -1.7003 -0.1832 -0.5315
C 0.3872 -0.3708 0.3933 0.6318
C 1.6239 0.1918 0.4116 -0.8047
O 1.5567 1.4463 0.9516 -0.3657
C 0.2785 1.6697 1.3128 0.4500
N 0.0553 2.8268 2.0237 -0.5204
C -0.5097 0.6079 0.9628 -0.5996
H -0.3819 0.0110 -2.3046 0.2278
H -1.1682 -1.8851 -3.1088 0.4272
H 0.9210 -2.2179 -0.5454 0.2674
H -0.4432 -2.3509 0.5726 0.2672
H 2.5909 -0.1227 0.0328 0.4187
H 0.6635 3.5984 1.7721 0.2563
H -0.9158 3.1087 2.0614 0.2542
H -1.5717 0.4984 1.1646 0.3698
```

As for the frontier orbital gap: 0.317 Ha. As for the lowest unoccupied orbital energy: 0.6 eV. For the HOMO energy, the calculation gives -8.0 eV. Its structure (SMILES) is NC(=O)Cc1coc(N)c1.



#c
Molecular formula: C6H8N2O2
Method: DFT, wB97M-V/def2-TZVPD

Geometry as XYZ:
```
18
Properties=species:S:1:pos:R:3:mulliken_charge:R:1
N -1.7862 0.0026 -2.0838 -0.8051
C -1.6594 0.3230 -0.8359 0.3366
C -0.4263 0.1149 -0.0207 0.7672
N -0.3897 0.5614 1.3802 -0.7143
C 1.0873 0.3557 1.2535 -0.2179
C 1.1365 -1.1766 1.2125 -0.8061
C 0.4035 -1.2286 -0.1299 -0.3515
O 1.3635 -0.5750 -1.0046 -0.4785
C 1.0018 0.6128 -0.3160 -0.2551
H -0.5967 1.5601 1.3908 0.2917
H 1.7430 0.9152 1.9260 0.4836
H 2.1375 -1.6138 1.1247 0.3512
H 0.5888 -1.6184 2.0524 0.3678
H -0.0028 -2.1652 -0.5240 0.4518
H 1.2893 1.5652 -0.7713 0.4626
O -2.2150 1.5078 -0.6275 -0.5605
H -1.3132 -0.8678 -2.3104 0.2388
H -2.3619 1.7268 -1.7161 0.4375
```

As for the frontier orbital gap: 0.365 Ha. As for the lowest unoccupied orbital energy: 0.5 eV. For the HOMO energy, the calculation gives -9.4 eV.



#d
Molecular formula: C6H8N2O2
Method: DFT, wB97M-V/def2-TZVPD

Geometry as XYZ:
```
18
Properties=species:S:1:pos:R:3:mulliken_charge:R:1
C 2.7968 0.2729 -0.0893 -0.5269
C 1.6006 -0.1013 -0.7032 -0.2528
C 1.2610 0.4294 1.4111 -0.0659
C -1.1634 -1.4787 -0.6875 -0.0548
C -1.5559 1.0895 -0.5435 -1.0950
C -0.6199 -0.4469 0.3064 0.7218
N 2.5330 0.6834 1.2226 -0.6212
N 0.6916 -0.1206 0.3471 0.0597
O -2.1925 -2.1108 -0.6119 -0.4980
O -1.2071 -0.4852 1.5070 -0.5964
H 3.6192 0.7460 -0.6407 0.3350
H 1.2812 -0.4014 -1.6602 0.3482
H 0.7408 0.3670 2.3232 0.4482
H -0.6206 -1.5478 -1.6327 0.2837
H -1.9357 1.0043 -1.5282 0.3366
H -2.2891 1.1142 0.1442 0.4180
H -0.7452 1.7957 -0.4918 0.3401
H -2.1949 -0.8098 1.3274 0.4197
```

As for the frontier orbital gap: 0.349 Ha. As for the lowest unoccupied orbital energy: 0.3 eV. For the HOMO energy, the calculation gives -9.1 eV.



Which of them is most stable, and which least? Most stable: #a; least stable: #c.



#a
Molecular formula: C6H8N2O2
Method: DFT, wB97M-V/def2-TZVPD

Geometry as XYZ:
```
18
Properties=species:S:1:pos:R:3:mulliken_charge:R:1
O -4.3296 -1.9346 -0.1323 -0.5357
C -3.6283 -0.9085 -0.0655 0.6491
N -2.9303 0.0421 0.0347 -0.4039
C -1.4547 -0.1449 -0.1782 -0.5135
C -0.7525 1.1553 0.4149 -0.3147
C 0.6085 1.0426 -0.3044 -1.1328
C 1.5365 -0.0916 0.1784 -0.1402
N 2.7432 -0.1871 -0.6935 -0.3984
C 3.4775 -0.9841 -0.2510 0.6494
O 4.2636 -1.7566 0.3381 -0.5277
H -0.9572 -0.9945 0.2684 0.3255
H -1.2520 -0.3203 -1.2919 0.3290
H -1.5690 2.0109 0.0780 0.2937
H -0.6355 1.0245 1.5637 0.2589
H 0.6960 0.9294 -1.3001 0.6444
H 1.2884 1.9854 -0.2246 0.3140
H 1.8320 0.2925 1.2008 0.2838
H 1.0633 -1.1605 0.3645 0.2190
```

As for the frontier orbital gap: 0.413 Ha. As for the lowest unoccupied orbital energy: 0.5 eV. For the HOMO energy, the calculation gives -10.7 eV. Its structure (SMILES) is O=C=NCCCCN=C=O.



#b
Molecular formula: C6H8N2O2
Method: DFT, wB97M-V/def2-TZVPD

Geometry as XYZ:
```
18
Properties=species:S:1:pos:R:3:mulliken_charge:R:1
O 0.5815 2.1482 -1.4685 -0.6082
C 1.0146 1.3061 -0.6883 0.5623
C 1.2278 1.4125 0.7253 -0.6582
C 1.9799 0.4560 1.3692 0.0431
N 2.2747 -0.6590 0.7563 -0.1376
C 2.0547 -0.9342 -0.6204 0.3638
O 2.3654 -2.0330 -1.0409 -0.6313
N 1.4242 0.0329 -1.2065 -0.0821
H 1.3168 2.3901 1.2464 0.3003
H 2.3784 0.6177 2.3565 0.4014
H 2.6971 -1.4874 1.2223 0.2466
H 1.1450 -0.2546 -2.1248 0.2001
C -3.7459 -0.5529 0.5059 -0.4541
C -3.1319 -0.4383 -0.6604 -0.5008
H -4.1638 -1.5454 0.6820 0.2388
H -4.1253 0.3141 1.0553 0.2554
H -2.6447 -1.2780 -1.0705 0.2448
H -2.6484 0.5051 -1.0389 0.2157
```

As for the frontier orbital gap: 0.363 Ha. As for the lowest unoccupied orbital energy: 0.5 eV. For the HOMO energy, the calculation gives -9.4 eV. Its structure (SMILES) is O=c1cc[nH]c(=O)[nH]1.C=C.



Which of them is most stable, and which least? Most stable: #b; least stable: #a.